(1)
Here is 8 unconnected molecules or ions with the total composition C6H24O7 in a non-equilibrium geometry from the OMol25 dataset. Energies are from the ωB97M-V functional and the def2-TZVPD basis.

Values from the calculation:
HOMO (spin up / spin down) = -13.66 / -13.66 eV
2S+1 = 2
Charge = +1

Structure (XYZ):
```
37
Properties=species:S:1:pos:R:3:lowdin_charge:R:1
C 1.13 -0.76 1.64 0.00
C -0.23 -0.98 2.13 -0.23
C -1.34 -0.68 1.39 0.05
C -1.64 -0.36 0.00 -0.14
C -2.76 0.15 -0.45 0.15
C -0.35 -1.49 3.50 -0.02
H 1.64 -1.69 1.90 0.13
H 1.68 0.13 1.98 0.10
H 1.08 -0.59 0.59 0.07
H -2.32 -0.85 1.98 0.17
H -0.76 -0.63 -0.59 0.11
H -3.51 0.26 0.40 0.13
H -3.23 0.34 -1.35 0.08
H -0.06 -2.60 3.59 0.15
H -1.21 -1.34 4.22 0.12
H 0.33 -0.99 4.19 0.10
H -2.33 -2.36 -1.31 0.00
H -3.10 -2.32 -2.48 0.11
O -2.67 -3.07 -1.91 -0.08
H 0.04 1.92 0.04 0.06
H 0.95 1.79 1.28 0.03
O 0.89 2.26 0.41 -0.09
H 3.31 2.37 1.95 0.03
H 2.05 2.89 2.50 -0.02
O 2.64 2.21 2.60 -0.01
H 2.94 2.36 -0.25 0.10
H 2.20 3.80 0.15 0.02
O 2.99 3.29 0.18 -0.10
H -0.63 1.61 -4.07 -0.06
H -1.37 2.76 -3.43 0.11
O -1.45 1.80 -3.83 -0.04
H 0.42 -2.22 -3.69 -0.06
H -0.64 -2.71 -2.79 -0.05
O -0.23 -2.08 -3.20 0.13
H 1.20 -1.19 -2.47 -0.06
H 2.22 0.01 -2.50 0.10
O 2.11 -1.00 -2.31 -0.08
```

---

(2)
Here is a molecular structure, C27H26ClF6IN4O2PTl in a non-equilibrium geometry from the OMol25 dataset. Energies are from the ωB97M-V functional and the def2-TZVPD basis.

Values from the calculation:
HOMO (spin up / spin down) = -10.50 / -10.49 eV
2S+1 = 2
Charge = +1

Structure (XYZ):
```
69
Properties=species:S:1:pos:R:3:lowdin_charge:R:1
Tl 0.46 -0.31 0.76 1.17
C -2.80 0.89 1.20 -0.16
C -3.17 0.23 -0.12 -0.10
C -2.64 -1.17 -0.30 -0.28
C -3.03 -1.93 -1.40 0.01
C -2.61 -3.24 -1.50 -0.03
C -1.84 -3.79 -0.48 -0.04
C -1.47 -2.97 0.56 -0.15
N -1.84 -1.68 0.64 0.03
N -1.47 1.49 1.25 -0.19
C -1.28 2.57 0.29 -0.13
C 0.15 2.90 -0.04 -0.27
C 0.41 3.77 -1.10 0.00
C 1.71 4.07 -1.43 -0.02
C 2.74 3.52 -0.67 -0.04
C 2.40 2.67 0.37 -0.13
N 1.14 2.35 0.67 0.04
C -1.16 1.94 2.61 -0.13
C -0.90 0.82 3.59 -0.27
C -1.73 0.61 4.68 0.00
C -1.38 -0.35 5.61 -0.03
C -0.21 -1.08 5.43 -0.03
C 0.54 -0.82 4.30 -0.12
N 0.20 0.10 3.40 0.05
H -2.83 0.12 1.98 0.12
H -3.56 1.65 1.44 0.14
H -2.83 0.81 -0.98 0.09
H -4.26 0.17 -0.19 0.14
H -3.65 -1.48 -2.16 0.13
H -2.89 -3.84 -2.36 0.12
H -1.52 -4.82 -0.51 0.11
H -0.86 -3.33 1.38 0.10
H -1.77 3.49 0.64 0.15
H -1.74 2.30 -0.66 0.10
H -0.42 4.18 -1.65 0.13
H 1.93 4.72 -2.26 0.12
H 3.77 3.73 -0.89 0.11
H 3.17 2.23 0.99 0.10
H -1.98 2.56 3.00 0.14
H -0.25 2.54 2.56 0.12
H -2.62 1.21 4.81 0.12
H -2.01 -0.53 6.48 0.12
H 0.11 -1.82 6.15 0.12
H 1.46 -1.37 4.10 0.10
Cl 5.58 -0.90 2.61 0.68
C 4.07 -0.41 1.86 -0.58
H 4.24 -0.19 0.81 0.09
H 3.63 0.41 2.42 0.08
F 3.15 -1.47 1.93 -0.21
P 2.54 -3.71 1.45 0.32
F 2.10 -5.15 1.15 -0.01
F 1.37 -3.25 2.42 -0.11
F 3.83 -3.59 0.57 -0.06
F 1.74 -2.98 0.28 -0.15
F 3.44 -3.94 2.71 -0.06
I 1.15 -0.65 -8.66 0.86
C 0.76 -0.18 -6.64 -0.72
C 1.56 -0.70 -5.65 -0.14
C 1.26 -0.45 -4.32 -0.02
C 0.15 0.33 -4.00 -0.12
C -0.62 0.90 -5.00 -0.02
C -0.32 0.64 -6.33 -0.14
C -0.25 0.55 -2.53 -0.57
O -1.30 1.16 -2.31 0.00
O 0.58 0.05 -1.71 -0.12
H 2.42 -1.32 -5.89 0.10
H 1.86 -0.86 -3.52 0.11
H -1.47 1.52 -4.74 0.12
H -0.93 1.06 -7.12 0.10
```

---

(3)
Here is a molecular structure, C6HInO6 in a non-equilibrium geometry from the OMol25 dataset. Energies are from the ωB97M-V functional and the def2-TZVPD basis.

Values from the calculation:
HOMO = -19.42 eV
Charge = +2

Structure (XYZ):
```
14
Properties=species:S:1:pos:R:3:lowdin_charge:R:1
O 0.81 0.02 -4.60 0.07
C 0.34 0.02 -3.56 0.02
In -0.03 0.00 0.46 0.56
O 3.14 0.00 -1.45 0.20
C 2.23 0.01 -0.77 0.05
C -2.55 -0.02 1.45 0.02
O -3.63 -0.03 1.79 0.18
C -0.19 -2.66 0.51 0.05
O -0.34 -3.76 0.27 0.19
C -0.24 2.64 0.46 0.05
O -0.41 3.74 0.19 0.19
H -1.17 -0.03 -0.86 0.03
O 1.25 0.04 3.58 0.28
C 0.77 0.02 2.53 0.09
```

---

One value per record, in order, for E: -769.196142; -3284.862338; -870.025233 Ha.
One value per record, in order, for ΔE to the lowest compared entry with this formula, charge and spin: 0.0; 64.0; 0.0 kJ/mol.